(1)
The following is a DFT calculation (ωB97M-V/def2-TZVPD) of C27H26As2N3O10S3Y as an isolated structure in a non-equilibrium geometry.

```
! RIJCOSX wB97M-V def2-TZVPD def2/J DEFGRID3
* xyz 0 1
Y -0.47440 -0.09472 0.06902
O 3.66353 -0.31152 -1.20212
C 2.48328 -0.06830 -1.05809
N 1.78761 0.01761 0.12631
C 2.31084 -0.49916 1.27327
O 3.23773 -1.28015 1.40250
C 1.57693 -0.03710 2.51314
C 2.27272 0.07017 3.70687
C 1.60656 0.55738 4.81947
C 0.27149 0.91461 4.69938
C -0.35160 0.75363 3.47513
N 0.27977 0.27772 2.40226
C 1.63715 0.23985 -2.27845
C 2.27781 0.64980 -3.43424
C 1.52216 0.86639 -4.57443
C 0.15313 0.65566 -4.51774
C -0.41262 0.26852 -3.31664
N 0.30906 0.06702 -2.21289
H 3.31251 -0.22465 3.73249
H 2.12301 0.65754 5.76544
H -0.28062 1.31685 5.53670
H -1.38740 1.03723 3.32662
H 3.34810 0.79561 -3.41470
H 1.99440 1.19349 -5.49119
H -0.47042 0.80285 -5.38763
H -1.48181 0.12908 -3.21696
S -3.51114 3.51879 -0.01009
C -2.41639 2.29365 -0.08571
S -2.86945 0.67389 -0.57344
S -0.74396 2.52221 0.34038
C -2.72347 -1.93731 3.65038
O -1.41910 -2.46586 3.33485
C -1.03890 -2.45199 2.07621
O -1.68599 -1.87651 1.19438
C 0.25096 -3.06526 1.75763
C 0.95291 -3.79558 2.63744
As 2.85447 -4.18823 2.45747
C 2.69597 -6.13759 2.75150
C 3.08326 -4.22954 0.52028
C 2.31401 -3.63263 -0.38713
As 0.54134 -2.82594 -0.17207
C -0.49568 -4.43396 -0.62174
C 2.66951 -3.34852 -1.81288
O 1.77542 -3.07765 -2.59474
O 3.94988 -3.30820 -2.09495
C 4.34151 -2.84649 -3.39417
C 4.38699 -4.88503 0.17020
O 4.58314 -5.64430 -0.73504
O 5.30578 -4.56878 1.10268
C 6.64038 -5.03634 0.88049
C 0.25030 -4.46024 3.78993
O -0.54120 -5.32746 3.53836
O 0.56631 -4.18900 5.05849
C 1.44876 -3.10775 5.35986
H -2.65921 -1.55114 4.66276
H -3.44841 -2.74764 3.60480
H -3.00191 -1.15378 2.95009
H 2.44217 -6.32956 3.79367
H 3.65594 -6.60319 2.53471
H 1.92568 -6.56824 2.11502
H -0.19466 -5.27139 0.00373
H -0.33243 -4.66682 -1.67200
H -1.55114 -4.21529 -0.46251
H 5.19604 -2.19471 -3.23867
H 3.52640 -2.30384 -3.86507
H 4.62254 -3.70366 -4.00354
H 7.11250 -5.09580 1.85637
H 7.17358 -4.32153 0.25506
H 6.62948 -6.00706 0.39071
H 1.20329 -2.78640 6.36866
H 1.31034 -2.27652 4.66852
H 2.48840 -3.43583 5.32936
*
```

HOMO energy   -6.65 eV
Calculated total energy   -7665.7294 hartree
LUMO   -1.4 eV
Energy above the lowest of the compared OMol25 structures with the same formula, charge and spin   128.8 kJ/mol

=====

(2)
The following is a DFT calculation (ωB97M-V/def2-TZVPD) of C27H26Cl2NReS as an isolated structure.

```
! RIJCOSX wB97M-V def2-TZVPD def2/J DEFGRID3
* xyz 1 2
Re 0.30869 0.06800 -0.01448
C 0.71659 1.83457 1.51793
C 0.68340 0.57404 2.20664
C 1.75395 -0.23400 1.69906
C 2.40150 0.52008 0.64871
C 1.74218 1.79640 0.54826
C 2.19428 2.91203 -0.34271
C 3.62724 0.15274 -0.12179
C 2.24334 -1.49846 2.31684
C -0.20516 0.22163 3.35313
C -0.14843 2.99253 1.87802
H 1.53305 3.77497 -0.28022
H 2.25640 2.60059 -1.38658
H 3.19092 3.24810 -0.04874
H 4.47595 0.73968 0.23638
H 3.50530 0.35671 -1.18554
H 3.86925 -0.90158 -0.01069
H 2.73362 -1.26491 3.26360
H 2.96438 -2.00418 1.67743
H 1.43253 -2.19666 2.52104
H 0.18209 0.65820 4.27618
H -0.26594 -0.85681 3.48219
H -1.22355 0.58203 3.20587
H -0.23597 3.72535 1.07827
H 0.30186 3.49687 2.73711
H -1.14791 2.67530 2.17424
Cl 0.08852 0.34526 -2.41933
C 0.74562 -1.08642 -3.22722
C 0.69333 -1.12016 -4.60451
C 1.22911 -2.23450 -5.23107
C 1.79683 -3.24852 -4.47218
C 1.83003 -3.16258 -3.09113
Cl 2.55990 -4.44242 -2.19180
C 1.29296 -2.06097 -2.40688
S 1.28922 -1.99859 -0.66323
H 0.24706 -0.30945 -5.16218
H 1.20644 -2.31262 -6.30842
H 2.22096 -4.12177 -4.94703
C -2.59768 3.23453 -1.05335
C -3.80546 2.73615 -0.57704
C -3.83322 1.50455 0.04095
C -2.65603 0.76923 0.18093
N -1.48801 1.28004 -0.25688
C -1.46753 2.47503 -0.86840
C -2.54936 -0.56544 0.75195
C -3.65450 -1.21749 1.30286
C -3.50993 -2.47456 1.84897
C -2.25640 -3.07170 1.83860
C -1.16665 -2.42271 1.28593
C -1.26522 -1.14859 0.70972
H -2.52905 4.18862 -1.55430
H -4.71726 3.30575 -0.69562
H -4.76468 1.10149 0.40651
H -0.49477 2.81488 -1.20611
H -4.62686 -0.74423 1.31489
H -4.36059 -2.98306 2.28104
H -2.12775 -4.06055 2.25963
H -0.21861 -2.94242 1.28455
*
```

HOMO energy (alpha / beta)   -10.23 / -10.52 eV
Calculated total energy   -2495.9275 hartree
LUMO (alpha / beta)   -3.0 / -4.1 eV
Energy above the lowest of the compared OMol25 structures with the same formula, charge and spin   42.1 kJ/mol

=====

(3)
The following is a DFT calculation (ωB97M-V/def2-TZVPD) of C27H26ClNO3PSZn as an isolated structure.

```
! RIJCOSX wB97M-V def2-TZVPD def2/J DEFGRID3
* xyz 1 1
Zn 0.37240 0.73064 -0.17076
Cl -1.59990 1.15484 2.35375
C -3.03699 0.73517 1.45522
C -4.23376 1.31527 1.83231
C -5.38680 0.99305 1.13290
C -5.33494 0.10264 0.07152
C -4.12748 -0.46977 -0.29635
C -2.95579 -0.16524 0.39436
P -1.35587 -0.87499 -0.08273
C -1.63737 -1.68872 -1.66744
C -1.98407 -3.03553 -1.74568
C -2.23323 -3.60995 -2.98185
C -2.13999 -2.84376 -4.13726
C -1.79266 -1.50234 -4.06143
C -1.53561 -0.92460 -2.82784
C -0.96509 -2.17451 1.10655
C -1.83417 -2.59295 2.10347
C -1.44544 -3.60346 2.97507
C -0.19794 -4.19322 2.84591
C 0.67463 -3.77543 1.84578
C 0.29641 -2.76333 0.98173
H -4.25716 2.00986 2.66024
H -6.32634 1.44496 1.42060
H -6.23443 -0.14667 -0.47428
H -4.09174 -1.15830 -1.13062
H -2.05551 -3.63465 -0.84554
H -2.49986 -4.65642 -3.04328
H -2.33285 -3.29611 -5.10085
H -1.71466 -0.90903 -4.96246
H -1.25858 0.12231 -2.76975
H -2.81233 -2.13773 2.20478
H -2.12282 -3.92853 3.75324
H 0.09906 -4.98212 3.52404
H 1.64664 -4.23958 1.74278
H 0.97495 -2.43890 0.19906
C 3.47489 -0.66336 2.09182
C 2.97918 0.53395 1.30105
C 3.70049 1.82002 1.67584
O 1.54998 0.70999 1.53519
C 3.16206 0.28254 -0.19900
O 4.29140 0.18988 -0.62728
O 2.08662 0.24412 -0.92760
H 3.39536 -0.47782 3.16468
H 4.51880 -0.84812 1.84640
H 2.89153 -1.55455 1.84475
H 3.58307 2.02641 2.74221
H 3.29953 2.66560 1.11168
H 4.76163 1.72317 1.45700
H 1.38161 0.94871 2.45178
S -0.21770 2.82381 -1.02658
C 1.32970 3.56906 -1.27015
N 2.38857 2.86641 -1.73007
C 3.61515 3.38477 -1.93955
C 3.83824 4.71700 -1.73555
C 2.77048 5.49885 -1.28340
C 1.53705 4.93499 -1.04650
H 2.28369 1.84496 -1.79436
H 4.37343 2.68240 -2.25546
H 4.81594 5.13696 -1.91473
H 2.91823 6.55604 -1.10479
H 0.71033 5.52126 -0.67259
*
```

HOMO energy   -11.55 eV
Calculated total energy   -4303.9413 hartree
LUMO   -2.9 eV
Energy above the lowest of the compared OMol25 structures with the same formula, charge and spin   0.0 kJ/mol

=====

(4)
The following is a DFT calculation (ωB97M-V/def2-TZVPD) of C27H26LaN11O4 as an isolated structure in a non-equilibrium geometry.

```
! RIJCOSX wB97M-V def2-TZVPD def2/J DEFGRID3
* xyz 0 1
La -0.21057 -1.15569 -1.02863
N -1.95958 0.68036 3.08642
C -1.82006 1.95429 2.57930
C -1.39195 1.80244 1.30072
N -1.25690 0.45931 1.01466
C -1.60747 -0.17561 2.10324
C -1.58344 -1.63807 2.18527
N -1.15813 -2.38291 1.19596
C -1.26687 -3.69169 1.62282
C -1.75519 -3.71907 2.88734
N -1.95937 -2.39532 3.23534
H -2.19992 0.45887 4.03560
H -1.98909 2.83370 3.17332
H -1.10921 2.57658 0.60665
H -0.98680 -4.51298 0.98691
H -1.96869 -4.52837 3.56138
H -2.31863 -2.07282 4.11595
N 1.74201 -0.27009 -3.16295
N 1.35887 0.93988 -3.78218
C 0.06785 1.29268 -3.67427
N -0.44515 2.16509 -4.52450
N -0.54591 0.73080 -2.62056
N -1.89580 0.80438 -2.47689
O -2.28303 -0.01058 -1.63293
O -2.62311 1.53872 -3.07211
H 2.69100 -0.18236 -2.82096
H 1.62429 -1.01079 -3.85059
H 1.77647 1.13476 -4.68324
H 0.00398 2.29582 -5.41607
H -1.42415 2.38594 -4.44016
C 1.72584 -0.53773 0.22516
C 2.01088 0.35306 1.05554
C 2.16235 1.45553 1.90127
C 1.69542 2.72932 1.38869
C 1.25961 3.80957 2.19535
C 0.67645 4.94437 1.65593
C 0.49820 5.09266 0.27942
C 0.95597 4.06333 -0.53982
C 1.53867 2.92548 -0.00585
C 2.65324 1.22956 3.26013
C 2.66572 -0.06965 3.80925
C 3.13701 -0.32517 5.08639
C 3.61874 0.70031 5.89438
C 3.63057 1.98733 5.36987
C 3.16601 2.24724 4.08792
H 1.33570 3.72406 3.27211
H 0.33844 5.72988 2.32435
H 0.04847 5.98451 -0.13725
H 0.86520 4.15403 -1.61941
H 1.87554 2.13191 -0.66332
H 2.30512 -0.88741 3.19485
H 3.12898 -1.34529 5.45632
H 3.98553 0.49866 6.89258
H 4.02525 2.80489 5.96366
H 3.23060 3.25890 3.70711
C -2.65772 -5.35279 -2.86817
N -2.04839 -4.20608 -3.53523
C -2.24800 -3.95986 -4.87457
C -1.69681 -2.90955 -5.49461
C -0.84568 -2.00896 -4.72457
O -0.26395 -1.04588 -5.24287
N -0.70629 -2.26452 -3.38556
C -1.27774 -3.34041 -2.80751
O -1.11673 -3.54464 -1.57272
H -3.16607 -5.94702 -3.62363
H -3.37740 -5.02555 -2.12081
H -1.89765 -5.95898 -2.38280
H -2.87952 -4.67691 -5.38141
H -1.85702 -2.72544 -6.54500
*
```

HOMO energy   -4.26 eV
Calculated total energy   -1979.3186 hartree
LUMO   -0.5 eV
Energy above the lowest of the compared OMol25 structures with the same formula, charge and spin   17.5 kJ/mol